Entry 1:
Molecular formula: C30H58N4O6S2
Method: DFT, ωB97M-V with the def2-TZVPD basis set

Calculated values
Total charge: 0
SMILES: CCSCc1cc2c(c(S)c1OC[C@@H](C)CC(C)C)C(=O)NC2=O.COC[C@@H](C)N.COC[C@@H](C)N.COC[C@@H](C)N

Each line ends with the Mulliken charge.
CARTESIAN COORDINATES (ANGSTROEM)
1 C -5.50220 -10.05324 0.80924  -0.963
2 C -4.24028 -9.06853 1.26934  -0.107
3 S -2.58506 -9.59451 0.56897  -0.138
4 C -1.25823 -8.25973 0.89138  -0.657
5 C -0.35721 -8.01823 -0.45762  0.698
6 C 1.29757 -8.15574 -0.25316  -0.891
7 C 2.38872 -7.97377 -1.45963  0.087
8 C 1.69427 -7.66753 -2.91093  -0.070
9 C 0.08817 -7.52206 -3.19585  0.396
10 S -0.48810 -7.19201 -4.94570  -0.230
11 C -0.98631 -7.66709 -1.96731  0.488
12 O -2.44269 -7.54032 -2.03629  -0.303
13 C -2.90417 -6.27728 -2.60342  -0.989
14 C -2.04306 -4.94304 -2.22706  0.689
15 C -2.79128 -3.68077 -3.03133  -1.095
16 C -1.81832 -4.66214 -0.63259  -0.098
17 C -2.85717 -3.60660 0.06093  1.663
18 C -2.19412 -3.23595 1.55210  -1.061
19 C -4.26245 -4.38739 0.38489  -0.810
20 C 3.01923 -7.54349 -3.86504  0.204
21 O 3.16127 -7.35133 -5.18384  -0.520
22 N 4.27429 -7.63194 -2.97097  -0.346
23 C 4.02491 -8.02190 -1.50724  0.286
24 O 4.87955 -8.28699 -0.51701  -0.520
25 H -6.48077 -9.53092 1.24891  0.304
26 H -5.65410 -10.09553 -0.35052  0.282
27 H -5.46100 -11.11902 1.29840  0.283
28 H -4.52429 -7.97985 0.90466  0.032
29 H -4.20778 -9.15622 2.45650  0.311
30 H -1.69291 -7.29103 1.38218  0.247
31 H -0.54865 -8.74996 1.71752  0.365
32 H 1.71843 -8.37903 0.84021  0.193
33 H 0.64472 -6.84854 -5.74751  0.215
34 H -4.02559 -6.11067 -2.22960  0.306
35 H -2.99613 -6.33558 -3.79189  0.211
36 H -0.95364 -4.98258 -2.71451  0.227
37 H -2.85605 -3.96901 -4.17794  0.398
38 H -2.26808 -2.64735 -2.84085  0.060
39 H -3.92063 -3.64047 -2.65395  0.255
40 H -0.70902 -4.24027 -0.51388  0.343
41 H -1.90519 -5.68754 -0.07644  -0.640
42 H -2.97093 -2.57678 -0.48253  -0.704
43 H -1.46662 -2.31524 1.33379  0.113
44 H -2.99913 -2.85722 2.32248  0.389
45 H -1.50432 -4.09383 1.95700  0.261
46 H -4.36813 -4.50000 1.56876  0.360
47 H -5.23278 -3.83953 0.02747  0.276
48 H -4.18581 -5.50999 -0.01270  -0.104
49 H 4.59426 -6.62630 -2.84027  0.302
50 C -2.74439 0.10021 -1.32720  -0.736
51 O -1.97084 0.24754 -0.14615  -0.349
52 C -0.58978 0.54094 -0.37770  -0.749
53 C -0.29371 2.03174 -0.66084  0.342
54 C -0.67232 2.47031 -2.07328  -1.499
55 N -0.96834 2.91068 0.30691  -0.560
56 H -2.17335 -0.35312 -2.14291  0.271
57 H -3.14585 1.06811 -1.63255  0.291
58 H -3.59422 -0.54955 -1.09762  0.318
59 H -0.07237 0.26615 0.54981  0.370
60 H -0.18112 -0.10756 -1.16194  0.433
61 H 0.78817 2.17652 -0.55887  0.374
62 H -1.75024 2.60355 -2.19944  0.274
63 H -0.20453 3.43259 -2.31119  0.353
64 H -0.32838 1.74230 -2.81553  0.361
65 H -0.63551 2.68091 1.24448  0.276
66 H -1.95551 2.63887 0.32741  0.251
67 C -1.67248 8.32158 2.93627  -0.655
68 O -1.74813 7.21233 2.05376  -0.400
69 C -1.07218 7.40248 0.80718  -0.733
70 C 0.45214 7.15045 0.86381  0.574
71 C 1.23386 8.28857 1.51516  -1.276
72 N 0.76746 5.89547 1.56366  -0.739
73 H -1.67567 9.27674 2.40277  0.300
74 H -0.78445 8.23718 3.56517  0.227
75 H -2.54519 8.29112 3.59549  0.252
76 H -1.50905 6.66579 0.12165  0.345
77 H -1.30268 8.38877 0.38684  0.423
78 H 0.80930 7.06567 -0.16918  0.379
79 H 1.13912 8.29673 2.60445  0.237
80 H 2.30258 8.19316 1.29119  0.147
81 H 0.90133 9.26044 1.13553  0.347
82 H 0.32402 5.12272 1.06483  0.229
83 H 0.27626 5.91692 2.46203  0.321
84 C 5.47511 7.75215 1.40548  -0.788
85 O 4.60569 8.86927 1.51102  -0.299
86 C 4.89264 9.73895 2.61027  -0.802
87 C 6.02970 10.75154 2.34184  0.375
88 C 7.42392 10.13293 2.40622  -1.392
89 N 5.86478 11.41802 1.04076  -0.741
90 H 5.79398 7.38111 2.38406  0.352
91 H 6.34089 8.01065 0.79324  0.247
92 H 4.93703 6.95059 0.89062  0.286
93 H 3.97040 10.30757 2.78247  0.335
94 H 5.07390 9.16192 3.52502  0.458
95 H 5.98085 11.51542 3.12664  0.399
96 H 7.66543 9.54258 1.51810  0.277
97 H 8.18539 10.91778 2.48118  0.351
98 H 7.52634 9.48706 3.28462  0.340
99 H 4.97318 11.91566 1.03912  0.273
100 H 5.73359 10.68454 0.33818  0.331

Forces on atoms 1 to 6 (eV/Å):
C -0.426 0.697 0.395
C -1.508 0.388 0.895
S -0.170 0.574 0.105
C 1.010 -0.148 0.455
C 2.708 0.454 -2.379
C -0.594 0.479 -2.509

Entry 2:
Molecular formula: C30H60AlCl27F3
Method: DFT, ωB97M-V with the def2-TZVPD basis set

Calculated values
Total charge: -1

Each line ends with the Mulliken charge.
CARTESIAN COORDINATES (ANGSTROEM)
1 C 1.99593 0.37442 -1.53144  -0.876
2 Al 1.09832 -1.32571 -2.17825  0.057
3 Cl 0.83373 -1.39515 -4.41631  -0.509
4 C -0.64612 -1.53375 -1.19004  0.382
5 C -1.49528 -0.26405 -0.98931  -0.216
6 C -2.45862 0.08597 -2.10175  0.905
7 F -2.17168 1.29637 -2.69821  -0.299
8 F -2.53580 -0.82007 -3.12071  -0.334
9 F -3.76557 0.22794 -1.64480  -0.324
10 H 1.37809 0.85125 -0.76123  0.192
11 H 2.95453 0.10310 -1.07556  0.285
12 H 2.17404 1.07005 -2.35683  0.146
13 H 2.07447 -2.51060 -1.80353  -0.123
14 H -1.22240 -2.33108 -1.65095  -0.043
15 H -0.36668 -1.88059 -0.18552  -0.204
16 H -2.10456 -0.43155 -0.09710  -0.340
17 H -0.89464 0.62652 -0.78049  0.289
18 Cl -1.43459 -0.09720 2.39863  -0.034
19 C -2.44422 0.75890 3.58588  -0.247
20 C -3.09466 1.97644 2.98352  -0.249
21 Cl -1.92476 3.27805 2.62109  -0.255
22 H -1.83491 1.01038 4.45124  0.382
23 H -3.21348 0.05548 3.90118  -0.037
24 H -3.82212 2.39001 3.67628  0.208
25 H -3.60446 1.72791 2.05459  0.268
26 Cl -7.00537 -2.22979 -0.98521  -0.239
27 C -5.62131 -1.10756 -0.83591  -0.356
28 C -4.37194 -1.79251 -0.35377  0.784
29 Cl -4.50442 -2.33460 1.34157  -0.094
30 H -5.91801 -0.30746 -0.16218  0.300
31 H -5.44418 -0.68494 -1.82322  0.303
32 H -3.53947 -1.09410 -0.39966  -1.093
33 H -4.13138 -2.66237 -0.96064  0.293
34 Cl 0.76936 2.83424 -4.51635  -0.129
35 C 0.43324 4.44202 -3.83782  -0.515
36 C 1.65514 5.06754 -3.21667  -0.434
37 Cl 2.16545 4.19382 -1.74838  -0.183
38 H -0.36535 4.33252 -3.10692  0.291
39 H 0.07811 5.07249 -4.65266  0.350
40 H 1.43837 6.09418 -2.92195  0.302
41 H 2.49358 5.07314 -3.90959  0.315
42 Cl 0.03636 -4.23776 1.58382  -0.144
43 C 0.75524 -5.81046 1.15931  -0.480
44 C 1.90666 -5.72104 0.18907  -0.678
45 Cl 1.44226 -5.24916 -1.46030  0.018
46 H -0.03968 -6.43757 0.76102  0.338
47 H 1.11452 -6.24629 2.09368  0.374
48 H 2.35563 -6.71143 0.11201  0.380
49 H 2.66614 -5.01774 0.52474  0.181
50 Cl -5.30985 1.03104 5.52899  -0.197
51 C -6.27203 0.27456 4.23225  -0.116
52 C -6.78289 -1.08356 4.61980  -0.677
53 Cl -5.44001 -2.22981 4.84835  -0.067
54 H -5.62240 0.20181 3.36127  -0.031
55 H -7.09994 0.94060 3.99394  0.412
56 H -7.41986 -1.46522 3.82253  0.308
57 H -7.35352 -1.05740 5.54546  0.387
58 Cl 3.96698 -6.39424 7.04940  -0.181
59 C 3.53569 -5.46844 8.51099  -0.450
60 C 3.08738 -4.06611 8.20032  0.046
61 Cl 4.41969 -3.04869 7.59382  -0.197
62 H 4.40220 -5.46880 9.16799  0.347
63 H 2.72352 -6.00654 8.99792  0.284
64 H 2.71969 -3.60062 9.11425  0.320
65 H 2.29273 -4.05752 7.46079  -0.121
66 Cl 6.81428 8.32316 -0.87394  -0.179
67 C 5.77578 7.27172 0.12700  -0.466
68 C 4.58750 6.76089 -0.64332  -0.498
69 Cl 3.43970 8.07003 -1.04485  -0.209
70 H 5.47083 7.84380 0.99978  0.328
71 H 6.38643 6.43204 0.45431  0.344
72 H 4.04236 6.03130 -0.04761  0.339
73 H 4.88764 6.28629 -1.57401  0.339
74 Cl -3.13014 -4.53919 5.19006  -0.234
75 C -1.62448 -4.48754 4.22718  -0.339
76 C -0.53003 -5.29196 4.87624  -0.095
77 Cl 0.04300 -4.56031 6.40042  -0.283
78 H -1.34206 -3.44597 4.09541  0.317
79 H -1.85311 -4.91200 3.25118  0.244
80 H 0.33115 -5.35569 4.21319  -0.048
81 H -0.87302 -6.29758 5.10647  0.390
82 Cl -3.63419 -5.71011 -6.11204  -0.215
83 C -3.86938 -4.08076 -5.41418  -0.482
84 C -2.62948 -3.56005 -4.73821  0.354
85 Cl -2.23397 -4.46388 -3.25630  -0.162
86 H -4.70530 -4.13748 -4.72085  0.326
87 H -4.13895 -3.42104 -6.23755  0.351
88 H -2.77578 -2.52371 -4.44615  -0.172
89 H -1.76402 -3.60914 -5.39533  0.122
90 Cl 4.80455 -2.97625 -2.44656  -0.034
91 C 5.66277 -2.20025 -1.10550  -0.592
92 C 6.54774 -3.14875 -0.33818  -0.404
93 Cl 5.63473 -4.36461 0.59628  -0.182
94 H 4.91480 -1.73597 -0.46435  0.251
95 H 6.28710 -1.41726 -1.53584  0.334
96 H 7.14403 -2.58935 0.38180  0.316
97 H 7.21602 -3.68689 -1.00621  0.304
98 Cl 5.22986 9.06935 -5.47720  -0.201
99 C 5.63656 9.84180 -3.92141  0.044
100 C 5.33912 11.31742 -3.92325  -0.437
101 Cl 6.42632 12.23107 -5.00552  -0.200
102 H 6.68653 9.64801 -3.71798  0.281
103 H 5.03849 9.35204 -3.15442  -0.115
104 H 5.48155 11.71537 -2.91970  0.290
105 H 4.31712 11.51426 -4.23750  0.334
106 Cl -5.59106 4.47545 2.69345  -0.178
107 C -4.34253 5.75099 2.66393  -0.341
108 C -4.78275 6.95718 1.87582  -0.443
109 Cl -4.90882 6.61497 0.13103  -0.190
110 H -3.43272 5.31540 2.26327  0.201
111 H -4.15930 6.03823 3.69856  0.322
112 H -4.04705 7.75151 1.99340  0.316
113 H -5.75020 7.32294 2.21212  0.314
114 Cl 3.00548 -4.10999 -5.00322  -0.101
115 C 1.61594 -4.47147 -6.04236  -0.349
116 C 0.75409 -5.57208 -5.47990  -0.005
117 Cl 1.56339 -7.16730 -5.52982  -0.234
118 H 1.98584 -4.71988 -7.03541  0.409
119 H 1.03149 -3.55223 -6.09960  0.044
120 H -0.15775 -5.66624 -6.06936  0.231
121 H 0.48298 -5.36958 -4.44576  -0.032

Forces on atoms 1 to 6 (eV/Å):
C -0.337 -0.372 -0.374
Al 0.417 0.325 0.411
Cl -0.269 0.155 0.112
C 0.274 0.439 -0.378
C -0.191 -0.495 0.299
C 0.097 0.916 -1.117

Entry 3:
Molecular formula: C30H60Br16O6P
Method: DFT, ωB97M-V with the def2-TZVPD basis set

Calculated values
Total charge: -1

Each line ends with the Mulliken charge.
CARTESIAN COORDINATES (ANGSTROEM)
1 C -0.88156 5.44533 -2.97884  -0.998
2 C -2.10091 4.58571 -3.59388  0.678
3 O -2.12331 4.33972 -4.82369  -0.581
4 O -3.12770 4.15770 -2.70312  -0.087
5 C -3.33942 2.71036 -2.80188  -0.815
6 C -3.29931 2.05430 -1.32300  -0.321
7 C -4.76331 1.87402 -0.66515  -0.059
8 C -4.84184 2.35076 0.87046  -0.263
9 C -5.08453 1.16742 1.91821  -0.973
10 C -3.80035 0.27141 2.23179  0.687
11 C -3.85619 -0.08846 3.83181  -0.703
12 O -2.94560 -1.21387 4.06048  -0.570
13 P -2.93536 -2.24642 2.66193  0.935
14 C -1.34003 -1.47235 1.94317  -1.040
15 C -0.22876 -2.55206 1.49888  0.135
16 C -0.49443 -3.14872 0.03212  -0.633
17 C 0.64268 -2.80580 -1.03497  -0.475
18 O 1.91026 -3.49524 -0.71659  -0.274
19 C 2.97995 -2.72245 -1.26668  0.321
20 O 3.37270 -1.71790 -0.64504  -0.445
21 O -3.74722 -1.05510 1.63277  -0.545
22 H -0.96257 5.46223 -1.83796  0.273
23 H -0.97497 6.53363 -3.31557  0.194
24 H 0.12928 5.03369 -3.33865  0.324
25 H -4.35923 2.56155 -3.31363  0.333
26 H -2.54074 2.25116 -3.48552  0.399
27 H -2.73123 1.06701 -1.35058  0.242
28 H -2.74617 2.82076 -0.66452  0.217
29 H -5.19210 0.82402 -0.80200  0.273
30 H -5.45450 2.56847 -1.26993  -0.041
31 H -3.96067 3.04080 1.14953  0.441
32 H -5.77118 3.03240 0.93576  -0.170
33 H -5.47357 1.66297 2.88400  0.294
34 H -5.94534 0.50780 1.54731  0.181
35 H -2.81592 0.87327 2.15538  0.181
36 H -3.53380 0.71779 4.57010  0.285
37 H -4.87199 -0.48455 4.18722  0.250
38 H -2.15791 -3.25544 3.38450  -0.183
39 H -3.05295 -3.25567 1.62506  -0.175
40 H -4.13595 -2.84076 3.20190  -0.198
41 H -0.87308 -0.81052 2.76112  0.266
42 H -1.54663 -0.82493 1.01120  -0.043
43 H 0.76837 -1.97476 1.45172  -0.053
44 H -0.14740 -3.38905 2.26740  0.295
45 H -0.55259 -4.29043 0.12772  0.225
46 H -1.49632 -2.73447 -0.35525  0.333
47 H 0.78906 -1.67194 -1.14197  0.380
48 H 0.30003 -3.19812 -2.05780  0.240
49 H 3.49728 -3.04077 -2.23095  0.142
50 Br 5.83883 -2.09717 -3.05034  -0.173
51 C 6.56133 -2.67668 -1.33705  0.550
52 C 7.78635 -1.88512 -0.95795  -0.400
53 Br 9.35186 -2.48167 -1.95613  -0.191
54 H 6.74831 -3.74740 -1.41691  0.482
55 H 5.75625 -2.50430 -0.62016  -0.616
56 H 8.03949 -2.05053 0.09072  0.312
57 H 7.68291 -0.81525 -1.13703  0.123
58 Br 2.93506 -2.31770 3.11147  -0.119
59 C 3.97914 -3.18036 1.71131  -0.248
60 C 4.96729 -4.16317 2.29223  -0.548
61 Br 6.50995 -3.24760 3.05871  -0.203
62 H 4.44957 -2.38686 1.13096  0.083
63 H 3.24625 -3.69496 1.08723  0.141
64 H 5.37749 -4.80417 1.51006  0.388
65 H 4.54375 -4.78551 3.07995  0.479
66 Br -5.37874 -4.91663 4.79068  -0.147
67 C -5.04251 -6.27109 3.42975  -0.304
68 C -3.92130 -7.19434 3.83930  -0.448
69 Br -2.18285 -6.34488 3.60328  -0.142
70 H -4.84771 -5.74272 2.49736  0.239
71 H -5.98018 -6.82206 3.34121  0.084
72 H -3.89536 -8.07600 3.19685  0.231
73 H -3.98271 -7.51081 4.88039  0.401
74 Br -6.50834 -9.72626 2.47452  -0.135
75 C -7.51602 -8.57528 1.26608  -0.604
76 C -6.82493 -8.44362 -0.06841  -0.570
77 Br -5.30938 -7.22295 0.03499  -0.088
78 H -7.65424 -7.62205 1.77583  0.369
79 H -8.48445 -9.06460 1.15071  0.358
80 H -7.49591 -8.00058 -0.80600  0.339
81 H -6.44509 -9.39016 -0.45216  0.363
82 Br -3.21815 7.46364 -2.16114  -0.018
83 C -3.44919 9.36598 -2.51391  -0.582
84 C -2.39638 9.87727 -3.46565  -0.697
85 Br -0.68535 10.11921 -2.56406  -0.140
86 H -3.44097 9.87185 -1.54888  0.373
87 H -4.44249 9.45417 -2.95710  0.332
88 H -2.66335 10.86726 -3.83874  0.387
89 H -2.21933 9.21161 -4.31012  0.388
90 Br -6.12112 4.71996 -2.65463  -0.058
91 C -7.74074 5.56839 -1.97871  -0.624
92 C -7.42190 6.58820 -0.91306  -0.383
93 Br -7.00905 5.73289 0.78750  -0.113
94 H -8.39650 4.77061 -1.63094  0.394
95 H -8.19171 6.05086 -2.84751  0.350
96 H -8.29081 7.21663 -0.71062  0.344
97 H -6.57130 7.22188 -1.16445  0.140
98 Br 8.17690 1.14516 1.58545  -0.151
99 C 9.70914 1.54480 0.44830  -0.424
100 C 9.39164 2.67051 -0.50132  -0.347
101 Br 8.27837 2.04769 -1.97540  -0.135
102 H 9.98357 0.61949 -0.05759  0.197
103 H 10.50867 1.82881 1.13402  0.360
104 H 10.29612 3.05430 -0.97669  0.060
105 H 8.86115 3.49696 -0.02851  0.417
106 Br 12.34031 0.11976 -2.12137  -0.076
107 C 13.79764 1.39680 -2.32469  -0.611
108 C 14.15354 2.00317 -0.99235  -0.551
109 Br 12.85389 3.35968 -0.47204  -0.139
110 H 13.48704 2.13183 -3.06662  0.372
111 H 14.63191 0.81715 -2.72284  0.339
112 H 15.10679 2.53139 -1.04498  0.334
113 H 14.19460 1.27013 -0.18718  0.378

Forces on atoms 1 to 6 (eV/Å):
C -0.718 -0.065 0.372
C 0.292 0.112 -2.591
O -0.102 0.536 4.347
O 2.655 0.126 -1.350
C -0.556 -1.467 -0.034
C -0.409 0.607 -0.056

Ordered E_HOMO results: -8.72 -5.26 -3.91; unit eV.
Ordered gap between HOMO and LUMO results: 7.00 6.90 5.21; unit eV.
Ordered calculated total energy results: -2644.1105 -14146.5027 -43155.9603; unit Eh.